a | Here is C5H6N2O in the gas phase from the OMol25 dataset. Energies are from ωB97M-V/def2-TZVPD.

```
14
C5H6N2O (ωB97M-V/def2-TZVPD)
C -1.774 -0.159 0.626
C 0.432 -1.040 0.655
C -1.648 1.105 -0.034
C -2.477 2.117 -0.249
C 2.276 -0.650 -0.680
N -0.838 -0.959 1.052
N 0.935 -0.400 -0.339
O -3.064 3.071 -0.572
H -2.666 -0.349 1.184
H 1.065 -1.785 1.143
H -0.660 1.119 -0.530
H 3.010 -0.181 0.147
H 2.660 -1.803 -0.846
H 2.746 -0.086 -1.558
```

- HOMO energy (alpha / beta) (eV) = -8.89 / -8.89
- SMILES = C/N=C/N=C\C=C=O
- 2S+1 = 1

b | Here is C5H6N2O as an isolated structure from the OMol25 dataset. Energies are from ωB97M-V/def2-TZVPD.

```
14
C5H6N2O (ωB97M-V/def2-TZVPD)
C 0.065 -1.567 -0.269
C 1.529 0.831 -1.404
C -0.771 -0.400 0.251
C 1.811 -0.162 -0.247
C 0.132 0.785 0.342
N 1.299 -1.415 -0.455
N 0.431 1.435 -0.914
O 2.110 0.989 -2.442
H -0.403 -2.514 -0.493
H -1.563 -0.262 -0.493
H -1.234 -0.657 1.204
H 2.731 -0.080 0.311
H 0.145 1.397 1.230
H -0.165 2.095 -1.396
```

- HOMO energy (eV) = -9.09
- 2S+1 = 1

The computed energies, referenced to the most stable structure and given in kcal/mol, are a 30.3; b 0.0.

a | Here is C5H6N2O in the gas phase from the OMol25 dataset. Energies are from ωB97M-V/def2-TZVPD.

```
14
C5H6N2O (ωB97M-V/def2-TZVPD)
C -1.090 -0.289 0.437
C -0.729 0.366 -0.843
C 0.416 -0.419 -1.604
C 1.076 0.588 0.869
C -0.288 0.988 0.388
H 0.300 -1.510 1.259
H -2.060 -0.112 0.932
H -1.381 0.945 -1.471
H 0.416 -0.518 -2.676
H 1.181 0.669 1.984
H -0.541 1.915 0.725
N 1.611 -0.726 -1.094
N 1.858 -0.335 0.356
O -0.769 -1.561 0.737
```

- HOMO energy (eV) = -9.88
- SMILES = O[C@H]1[C@H]2C=NN=C[C@@H]12
- 2S+1 = 1

b | Here is C5H6N2O as an isolated structure from the OMol25 dataset. Energies are from ωB97M-V/def2-TZVPD.

```
14
C5H6N2O (ωB97M-V/def2-TZVPD)
C 2.247 -0.591 0.034
C 1.094 0.274 -0.042
C -0.850 1.042 -0.138
C -2.191 0.389 0.110
C -0.200 -0.229 -0.116
H 2.692 -0.975 -1.120
H 1.964 -1.525 0.809
H 3.336 0.058 0.525
H -2.726 0.431 1.011
H -3.183 0.364 -0.588
H -1.725 -1.866 -0.539
N -0.181 2.114 -0.064
N -1.368 -1.018 0.058
O 1.091 1.531 0.061
```

- HOMO energy (eV) = -8.16
- 2S+1 = 1

The computed energies, referenced to the most stable structure and given in kcal/mol, are a 0.0; b 48.8.

a | Here is C5H6N2O in the gas phase from the OMol25 dataset. Energies are from ωB97M-V/def2-TZVPD.

```
14
C5H6N2O (ωB97M-V/def2-TZVPD)
C 0.351 1.742 0.588
C 0.341 1.857 -0.943
C 0.398 -0.690 -0.122
C 0.620 -2.040 0.163
C -1.451 -1.785 0.149
H 1.398 2.273 1.027
H -0.526 1.619 1.329
H 1.140 2.599 -1.339
H -0.677 1.646 -1.464
H 1.415 -2.712 0.223
H -2.435 -1.852 0.279
N 1.094 0.548 -0.396
N -0.593 -2.662 0.563
O -1.074 -0.543 -0.060
```

- HOMO energy (eV) = -8.50
- SMILES = c1ncc(N2CC2)o1
- 2S+1 = 1

b | Here is C5H6N2O in the gas phase from the OMol25 dataset. Energies are from ωB97M-V/def2-TZVPD.

```
14
C5H6N2O (ωB97M-V/def2-TZVPD)
C -1.584 -0.433 -0.176
C 0.390 0.750 -0.150
C 1.781 0.348 -0.048
C 1.233 -1.169 -0.013
C -0.118 -0.457 -0.387
H -3.509 -0.528 -0.014
H -0.658 2.274 0.688
H 2.315 0.454 0.891
H 2.289 0.568 -1.027
H 1.111 -1.481 1.195
H 1.737 -1.991 -0.730
N -2.623 -1.112 0.001
N -0.559 1.741 -0.146
O -1.805 1.036 -0.085
```

- HOMO energy (eV) = -8.56
- SMILES = [H]/N=c1\o[nH]c2c1CC2
- 2S+1 = 1

c | Here is C5H6N2O in the gas phase from the OMol25 dataset. Energies are from ωB97M-V/def2-TZVPD.

```
14
C5H6N2O (ωB97M-V/def2-TZVPD)
C 0.735 -0.804 0.920
C 0.080 0.608 1.056
C -0.458 -1.041 -0.104
C -0.251 -0.039 -1.276
C 0.109 1.153 -0.488
H 0.390 1.216 1.957
H -1.179 -0.766 1.801
H -0.947 -2.031 -0.396
H -0.869 -0.080 -2.157
H 1.298 0.761 -2.178
H -0.146 2.248 -0.614
N -1.195 -0.240 0.911
N 1.086 0.455 -1.264
O 1.347 -1.440 1.831
```

- HOMO energy (eV) = -9.41
- SMILES = O=C1[C@H]2N[C@@H]1[C@H]1N[C@H]12
- 2S+1 = 1

d | Here is C5H6N2O in the gas phase from the OMol25 dataset. Energies are from ωB97M-V/def2-TZVPD.

```
14
C5H6N2O (ωB97M-V/def2-TZVPD)
C -1.079 -0.413 -0.170
C 0.623 0.772 -0.789
C 0.615 1.038 0.778
C 0.126 -0.480 0.788
C 1.164 -0.650 -0.301
H -2.250 -1.654 0.696
H -1.068 0.268 -2.001
H 1.164 1.340 -1.506
H 1.613 1.098 1.286
H -0.209 1.756 1.236
H 0.196 -1.029 1.716
N -2.135 -1.032 -0.114
N -0.733 0.524 -1.087
O 1.971 -1.538 -0.532
```

- HOMO energy (eV) = -8.94
- SMILES = [H]/N=C1/N[C@H]2C[C@@H]1C2=O
- 2S+1 = 1

The computed energies, referenced to the most stable structure and given in kcal/mol, are a 57.9; b 64.2; c 42.2; d 0.0.

a | Here is C5H6N2O in the gas phase from the OMol25 dataset. Energies are from ωB97M-V/def2-TZVPD.

```
14
C5H6N2O (ωB97M-V/def2-TZVPD)
C 0.516 -0.559 1.354
C -0.898 -1.007 0.876
C -0.243 -0.383 -0.289
C 1.105 1.402 -0.691
C 0.489 0.662 0.453
H -1.651 -0.534 1.443
H -0.912 -2.143 0.928
H 0.098 -1.282 -0.842
H -0.923 0.072 -2.281
H 2.078 1.990 -0.832
H -0.554 0.979 0.861
N -0.826 0.419 -1.433
N 0.346 1.251 -1.648
O 1.375 -0.868 2.099
```

- HOMO energy (eV) = -9.33
- 2S+1 = 1

b | Here is C5H6N2O in the gas phase from the OMol25 dataset. Energies are from ωB97M-V/def2-TZVPD.

```
14
C5H6N2O (ωB97M-V/def2-TZVPD)
C -1.692 -0.355 -0.018
C -0.199 -0.627 -0.116
C 0.836 0.190 -0.023
C 2.170 -0.388 -0.004
C 3.303 -0.770 0.056
H -1.268 1.657 -0.061
H -3.020 1.172 0.198
H -0.044 -1.724 -0.102
H 1.238 2.022 -0.779
H 1.258 1.952 0.862
H 4.283 -1.176 -0.075
N -2.048 0.941 -0.059
N 0.729 1.661 0.048
O -2.465 -1.302 0.083
```

- HOMO energy (eV) = -9.72
- SMILES = C#C/C(N)=C/C(N)=O
- 2S+1 = 1

c | Here is a 2-piece molecular cluster, C5H6N2O overall from the OMol25 dataset. Energies are from ωB97M-V/def2-TZVPD.

```
14
C5H6N2O (ωB97M-V/def2-TZVPD)
C -1.768 0.148 -0.062
C -1.423 1.429 0.040
C 0.388 0.226 -0.129
C 1.662 -0.541 0.212
C 2.838 0.047 -0.098
H -2.886 -1.534 0.647
H -2.066 2.254 0.346
H 1.551 -1.627 0.308
H 3.866 -0.367 -0.178
H 2.493 1.285 -0.425
H -0.828 -1.684 -0.286
N 0.000 1.446 -0.041
N -0.746 -0.605 -0.222
O -3.079 -0.477 -0.113
```

- HOMO energy (eV) = -8.27
- 2S+1 = 1

d | Here is a 2-piece molecular cluster, C5H6N2O overall from the OMol25 dataset. Energies are from ωB97M-V/def2-TZVPD.

```
14
C5H6N2O (ωB97M-V/def2-TZVPD)
C 1.347 0.876 -0.619
C 0.227 0.025 -0.029
C -0.279 -1.453 -0.574
C -1.628 -0.882 -0.424
C 0.442 0.254 1.589
H 1.238 0.992 -1.775
H 1.263 1.972 -0.022
H 2.392 0.808 -0.287
H 0.215 -1.833 -1.351
H -0.060 -1.908 0.394
H -1.716 1.228 0.931
N -1.152 0.429 -0.255
N 0.585 0.723 2.663
O -2.874 -1.234 -0.239
```

- HOMO energy (eV) = -10.36
- 2S+1 = 1

The computed energies, referenced to the most stable structure and given in kcal/mol, are a 87.2; b 0.0; c 56.3; d 84.7.

a | Here is a 2-piece molecular cluster, C3H8ClNS overall from the OMol25 dataset. Energies are from ωB97M-V/def2-TZVPD.

```
14
C3H8ClNS (ωB97M-V/def2-TZVPD)
C 0.721 0.127 1.006
C 1.266 1.047 -1.153
C -2.690 -0.804 0.926
N 0.527 0.127 -0.394
S -2.332 -1.651 -0.577
Cl -2.722 0.853 0.857
H 1.775 0.450 1.308
H -0.125 0.676 1.397
H 0.764 -0.950 1.457
H 2.293 0.871 -0.864
H 1.160 0.892 -2.253
H 0.999 2.001 -0.811
H 0.582 -0.762 -0.816
H -2.218 -2.877 -0.082
```

- HOMO energy (eV) = -8.38
- 2S+1 = 1

b | Here is a 2-piece molecular cluster, C3H8ClNS overall from the OMol25 dataset. Energies are from ωB97M-V/def2-TZVPD.

```
14
C3H8ClNS (ωB97M-V/def2-TZVPD)
C 0.896 -0.891 0.576
C 0.436 0.658 -1.329
C -1.040 0.494 0.525
N 0.104 0.163 0.002
S -2.016 1.739 -0.010
Cl -2.721 -1.540 0.124
H 1.925 -0.501 0.763
H 0.358 -1.200 1.450
H 0.744 -1.743 -0.138
H 0.528 1.696 -1.178
H 1.286 0.086 -1.508
H -0.382 0.486 -2.002
H -1.368 -0.031 1.516
H -2.924 1.153 0.757
```

- HOMO energy (eV) = -8.25
- 2S+1 = 1

The computed energies, referenced to the most stable structure and given in kcal/mol, are a 55.4; b 0.0.

a | Here is a 2-piece molecular cluster, C12H17N overall from the OMol25 dataset. Energies are from ωB97M-V/def2-TZVPD.

```
30
C12H17N (ωB97M-V/def2-TZVPD)
C -0.086 0.412 2.825
C -1.144 -1.788 0.001
C -0.193 -1.412 0.942
C -0.776 -0.372 1.730
C -2.113 -0.291 1.342
C -1.032 -2.473 -1.191
C 0.237 -2.953 -1.385
C 1.074 -2.055 0.797
C 1.218 -2.757 -0.376
N -2.409 -1.144 0.356
H -3.207 -1.413 -0.062
H -1.753 -2.992 -1.671
H -2.766 0.354 1.778
H 0.455 -3.438 -2.274
H 1.913 -1.982 1.634
H 0.876 0.782 2.330
H 0.280 -0.033 3.804
H 2.126 -3.241 -0.513
H -0.767 1.193 3.114
C 0.881 2.059 -1.776
C -0.568 1.949 -1.189
C 1.824 2.978 -0.910
H 1.327 0.913 -1.509
H 0.843 2.399 -2.870
H -1.220 2.405 -1.908
H 2.780 2.940 -1.304
H 1.474 3.995 -0.671
H -0.619 2.480 -0.203
H -0.720 0.975 -0.912
H 2.063 2.507 0.071
```

- HOMO energy (eV) = -7.62
- SMILES = Cc1c[nH]c2ccccc12.CCC
- 2S+1 = 1

b | Here is a 2-piece molecular cluster, C12H17N overall from the OMol25 dataset. Energies are from ωB97M-V/def2-TZVPD.

```
30
C12H17N (ωB97M-V/def2-TZVPD)
C -0.506 2.722 -0.139
C 0.894 -0.092 1.853
C -0.202 0.735 1.538
C 0.342 1.766 0.664
C 1.653 1.516 0.461
C -0.514 -1.439 3.151
C 0.778 -1.208 2.687
C -1.610 -0.600 2.841
C -1.470 0.546 2.079
N 2.011 0.414 1.246
H -0.895 -2.264 3.738
H 1.519 -1.859 3.128
H -2.580 -0.908 3.215
H -2.251 1.266 1.888
H 2.844 -0.123 1.114
H 2.337 2.098 -0.131
H -1.012 3.424 0.523
H -1.282 2.197 -0.700
H 0.057 3.163 -0.965
C 0.009 -0.511 -2.195
C -1.179 -1.440 -2.405
C 1.217 -0.991 -2.984
H -0.275 0.544 -2.289
H 0.131 -0.494 -1.100
H -2.127 -1.023 -2.098
H 0.935 -0.964 -4.044
H 2.057 -0.297 -2.951
H 1.428 -2.029 -2.743
H -1.254 -1.732 -3.459
H -1.054 -2.416 -1.921
```

- HOMO energy (eV) = -7.94
- SMILES = Cc1c[nH]c2ccccc12.CCC
- 2S+1 = 1

The computed energies, referenced to the most stable structure and given in kcal/mol, are a 50.4; b 0.0.